(1)
Computed, not measured: C6H11NO as an isolated structure in a non-equilibrium geometry, with ωB97M-V with the def2-TZVPD basis set.

Each line ends with the Mulliken charge.
Cartesian coordinates (Å):
1 C 0.7071 0.5118 -0.3657  0.007
2 C 0.9097 1.9681 -0.0147  -1.446
3 C -0.3375 -1.9742 -0.5577  -1.811
4 C -0.0269 -0.8292 0.3554  0.776
5 N -2.2709 0.1269 0.2006  -0.454
6 C 1.5397 -0.5277 0.5712  0.008
7 C -0.9706 0.1525 0.6425  -0.213
8 O 2.3979 -1.3251 0.1172  -0.776
9 H 0.6922 0.2964 -1.4290  0.427
10 H -2.7861 0.9925 0.2277  0.250
11 H -2.4968 -0.4754 -0.5747  0.216
12 H 1.7095 0.0075 1.5269  0.300
13 H -0.8041 0.8518 1.4517  0.429
14 H 1.0192 2.1271 1.0575  0.370
15 H 0.1048 2.6095 -0.3860  0.359
16 H 1.8433 2.2919 -0.4826  0.372
17 H -1.1463 -2.5642 -0.1196  0.418
18 H -0.6535 -1.6678 -1.5605  0.417
19 H 0.5693 -2.5722 -0.6602  0.350

For the orbital gap, the calculation gives 7.746 eV. Its energy above the lowest of the compared OMol25 structures with the same formula, charge and spin is 4.1040 eV.

---

(2)
Computed, not measured: a 2-piece molecular cluster, C5H11NO2 overall in a non-equilibrium geometry, with ωB97M-V with the def2-TZVPD basis set.

Each line ends with the Mulliken charge.
Cartesian coordinates (Å):
1 O 0.3112 -0.4417 3.4633  -0.475
2 C 0.8370 -0.6452 2.3870  -0.140
3 C 1.2692 0.4981 1.4277  -0.643
4 C 0.9320 0.1379 -0.0078  -0.547
5 C -0.4954 0.6712 -0.4082  0.578
6 C -0.6162 1.3662 -1.5194  -0.998
7 N -1.6378 0.2573 0.5091  -0.522
8 H 1.1478 -1.6566 2.1160  0.353
9 H 0.8010 1.4385 1.5581  0.303
10 H 2.2993 0.6667 1.6880  0.425
11 H 1.9090 0.4691 -0.5634  0.323
12 H 0.9010 -0.9302 -0.1412  0.332
13 H -1.4732 1.7605 -1.9800  0.364
14 H 0.3372 1.3909 -2.1483  0.196
15 H -2.5113 0.8386 0.5209  0.232
16 H -1.3479 0.1189 1.4450  0.222
17 H -1.2084 -1.4027 -3.2545  0.309
18 H -0.8001 -2.7279 -2.5662  0.280
19 O -0.6544 -1.8097 -2.5260  -0.593

For the orbital gap, the calculation gives 9.326 eV. The SMILES is C=C(N)CCC=O.O. Its energy above the lowest of the compared OMol25 structures with the same formula, charge and spin is 2.8307 eV.

---

(3)
Computed, not measured: C4H5Br as an isolated structure in a non-equilibrium geometry, with ωB97M-V with the def2-TZVPD basis set.

Each line ends with the Mulliken charge.
Cartesian coordinates (Å):
1 C -0.0193 -0.3199 -0.1662  0.161
2 C -0.8110 -1.1894 0.3170  -0.436
3 C 0.9368 0.7446 0.2867  -0.753
4 C 0.7053 -0.0317 -1.5090  -0.334
5 Br 2.0503 -1.2698 -1.8060  -0.107
6 H -1.2642 -1.9688 -0.3139  0.257
7 H -0.9145 -1.2290 1.4064  0.248
8 H 0.9027 1.7792 0.1611  0.312
9 H 1.7253 0.2777 0.8069  0.298
10 H 0.4446 0.7159 -2.3362  0.355

For the orbital gap, the calculation gives 9.436 eV. Its energy above the lowest of the compared OMol25 structures with the same formula, charge and spin is 2.1743 eV.

---

(4)
Computed, not measured: C31H47AsN2O4OsSSb2Si as an isolated structure in a non-equilibrium geometry, with ωB97M-V with the def2-TZVPD basis set.

Each line ends with the Mulliken charge.
Cartesian coordinates (Å):
1 Os -0.3064 -0.3340 -0.6185  0.801
2 C -1.2436 -0.5511 3.2750  -1.204
3 Sb 0.3108 -0.0281 1.9209  -0.402
4 C 1.7156 -1.3990 2.7165  -0.979
5 C 0.7142 1.9166 2.8316  -1.224
6 C 1.3753 1.6667 4.1617  1.053
7 C 0.5637 1.4884 5.2828  -0.781
8 C 1.0873 1.0967 6.5048  -0.685
9 C 2.4432 0.8439 6.6035  -0.836
10 C 3.2652 1.0633 5.5042  -0.690
11 C 2.7660 1.5267 4.2897  0.736
12 C 3.7457 1.9857 3.2354  -1.824
13 Sb 3.6178 1.2067 1.1957  0.776
14 C 3.1607 3.1176 0.3005  -1.570
15 C 5.7232 1.3276 0.7961  -1.424
16 H -0.7916 -0.5898 4.2630  0.609
17 H -1.6476 -1.5277 3.0174  0.174
18 H -2.0461 0.1852 3.2573  0.353
19 H 2.2083 -0.9182 3.5618  0.252
20 H 2.4399 -1.6794 1.9609  0.344
21 H 1.1633 -2.2759 3.0572  0.533
22 H -0.2885 2.3292 2.9437  0.834
23 H 1.2871 2.5335 2.1438  0.607
24 H -0.5037 1.6750 5.1939  0.471
25 H 0.4420 0.9811 7.3670  0.427
26 H 2.8695 0.5111 7.5431  0.429
27 H 4.3367 0.9161 5.6019  0.399
28 H 4.7738 1.7926 3.5478  0.560
29 H 3.6361 3.0562 3.0367  0.609
30 H 4.0643 3.5174 -0.1604  0.491
31 H 2.8213 3.8284 1.0541  0.579
32 H 2.3846 3.0043 -0.4592  0.331
33 H 6.1307 2.1914 1.3227  0.465
34 H 5.8862 1.4498 -0.2749  0.395
35 H 6.2303 0.4268 1.1397  0.398
36 C -3.6454 -3.2094 -1.3688  -1.522
37 Si -2.3049 -2.8279 -0.1502  1.062
38 C -0.6019 -3.4803 -0.5873  -0.870
39 C -2.7233 -3.4641 1.5479  -1.548
40 N -2.1077 -0.9995 -0.0106  -0.215
41 C -3.0987 -0.2086 0.4567  1.444
42 C -4.4007 -0.7439 0.7361  -0.532
43 C -5.3851 0.0498 1.2538  -0.994
44 C -5.1397 1.4070 1.5201  -0.621
45 C -3.8869 1.9673 1.2285  -0.962
46 C -2.8898 1.1899 0.7064  -0.322
47 H -3.2374 -3.7650 -2.2130  0.470
48 H -4.1078 -2.3044 -1.7717  0.364
49 H -4.4236 -3.8162 -0.8970  0.555
50 H -0.7026 -4.2272 -1.3817  0.401
51 H -0.1421 -3.9544 0.2831  0.411
52 H 0.1111 -2.7436 -0.9812  -0.198
53 H -3.2927 -4.3958 1.4484  0.441
54 H -3.3334 -2.7731 2.1349  0.476
55 H -1.8204 -3.6965 2.1197  0.397
56 H -4.6173 -1.7828 0.5243  0.333
57 H -6.3619 -0.3738 1.4527  0.477
58 H -5.9234 2.0259 1.9395  0.451
59 H -3.7076 3.0217 1.4023  0.491
60 H -1.9492 1.6531 0.4414  0.371
61 O -1.6798 -2.4206 -3.4478  -0.621
62 C -1.5582 -1.2282 -3.5309  0.026
63 N -0.7427 -0.4685 -2.6725  -0.160
64 S -0.7676 1.1284 -3.0561  1.103
65 O 0.4866 1.5759 -3.5974  -0.636
66 O -1.1785 1.7851 -1.8140  -0.686
67 C -1.9616 1.0128 -4.3278  0.546
68 C -2.5234 2.0054 -5.1062  -0.928
69 C -3.3834 1.5945 -6.1174  -0.612
70 C -3.6400 0.2416 -6.3433  -0.581
71 C -3.0610 -0.7422 -5.5483  -0.686
72 C -2.2228 -0.3394 -4.5272  0.175
73 H -2.3139 3.0548 -4.9376  0.543
74 H -3.8569 2.3411 -6.7430  0.449
75 H -4.3082 -0.0472 -7.1463  0.442
76 H -3.2556 -1.7962 -5.7080  0.567
77 C 3.4778 1.2729 -3.2073  -0.976
78 As 2.4978 -0.2673 -2.6616  0.614
79 C 1.7914 -1.2164 -4.1693  -1.122
80 C 3.7997 -1.5236 -2.0292  -0.999
81 O 1.5645 0.0287 -1.2492  0.924
82 H 4.3804 0.9196 -3.7010  0.444
83 H 3.7306 1.8616 -2.3270  0.158
84 H 2.8747 1.8675 -3.8852  0.366
85 H 2.6751 -1.5283 -4.7245  0.597
86 H 1.1627 -0.5873 -4.7933  0.334
87 H 1.2435 -2.0910 -3.8281  0.323
88 H 4.6172 -1.5887 -2.7476  0.451
89 H 3.3239 -2.5001 -1.9478  0.393
90 H 4.1848 -1.2275 -1.0571  0.187

For the orbital gap (alpha / beta), the calculation gives 7.472 / 4.364 eV. As for the total charge: +2. Its spin multiplicity is 5. As for the expectation value of S²: 6.048. Its energy above the lowest of the compared OMol25 structures with the same formula, charge and spin is 1.2549 eV.